A 13-piece molecular cluster, C20H66O13 overall. Source: OMol25; level of theory: ωB97M-V/def2-TZVPD.

CARTESIAN COORDINATES (ANGSTROEM)
C 4.375 2.381 -2.375
C 5.290 1.475 -1.540
O 4.720 1.291 -0.212
H 4.048 3.304 -1.897
H 3.478 1.795 -2.574
H 4.807 2.790 -3.288
H 6.244 1.973 -1.366
H 5.599 0.544 -2.015
H 4.054 1.978 -0.132
C -2.113 5.911 -5.101
C -2.125 4.617 -6.103
O -1.970 3.384 -5.371
H -1.570 5.940 -4.156
H -3.100 6.155 -4.710
H -1.805 6.823 -5.613
H -1.424 4.623 -6.938
H -3.013 4.439 -6.709
H -2.010 2.639 -5.974
C -5.947 -0.057 3.552
C -7.400 -0.371 3.079
O -7.527 -1.614 2.394
H -5.824 0.911 4.036
H -5.296 0.131 2.699
H -5.690 -0.846 4.259
H -7.835 0.512 2.611
H -7.982 -0.413 4.000
H -7.272 -2.361 2.940
C -1.328 5.036 6.692
C -2.060 5.642 5.519
O -1.534 5.065 4.347
H -0.280 4.869 6.446
H -1.710 4.028 6.853
H -1.345 5.703 7.553
H -1.956 6.727 5.513
H -3.129 5.446 5.600
H -2.307 4.939 3.791
C 3.277 -0.269 7.366
C 1.916 -0.308 6.730
O 1.892 -1.428 5.852
H 4.105 -0.484 6.691
H 3.106 -1.032 8.126
H 3.283 0.723 7.817
H 1.773 0.571 6.101
H 1.123 -0.358 7.476
H 2.607 -1.246 5.238
C 2.111 -1.420 -5.928
C 2.706 -1.105 -7.274
O 2.817 -2.278 -7.980
H 2.915 -1.685 -5.241
H 1.374 -2.216 -5.824
H 1.548 -0.591 -5.498
H 3.665 -0.593 -7.195
H 2.044 -0.382 -7.752
H 2.705 -3.025 -7.386
C -0.853 0.784 0.634
C -0.832 1.759 -0.539
O -2.143 2.176 -1.064
H 0.071 0.624 1.190
H -1.292 -0.177 0.369
H -1.435 1.302 1.397
H -0.261 1.287 -1.338
H -0.410 2.713 -0.225
H -1.856 2.505 -1.919
O 2.171 3.896 2.591
H 1.351 4.298 2.875
H 2.853 4.481 2.923
O -4.610 -0.234 -4.460
H -4.407 0.702 -4.477
H -4.828 -0.416 -3.546
O -1.710 -3.943 4.208
H -0.857 -3.722 3.834
H -1.552 -3.999 5.150
O -5.985 2.994 0.140
H -6.700 2.528 -0.294
H -5.189 2.602 -0.220
C -1.132 -6.219 -4.520
C -0.856 -6.206 -3.060
C -1.240 -4.803 -2.535
O -1.861 -7.015 -2.389
H -0.306 -5.660 -4.961
H -2.096 -5.781 -4.776
H -1.115 -7.210 -4.973
H 0.153 -6.523 -2.796
H -2.291 -4.547 -2.662
H -0.636 -4.006 -2.969
H -1.118 -4.661 -1.461
H -2.733 -6.627 -2.493
C 3.902 -3.636 0.978
C 5.079 -3.587 1.831
C 6.415 -3.648 0.972
O 5.078 -2.404 2.538
H 3.008 -3.837 1.568
H 3.928 -4.483 0.291
H 3.747 -2.784 0.316
H 5.136 -4.398 2.558
H 6.659 -2.625 0.686
H 6.311 -4.234 0.059
H 7.340 -3.910 1.487
H 5.073 -1.642 1.954

The LUMO energy comes out at 0.0 eV. Its energy above the lowest of the compared OMol25 structures with the same formula, charge and spin is 99.49 kcal/mol. The HOMO-LUMO gap is 10.0120 eV.

***

C20H67AsF6N5O11 as an isolated structure. Source: OMol25; level of theory: ωB97M-V/def2-TZVPD.

CARTESIAN COORDINATES (ANGSTROEM)
As 0.085 0.015 0.514
F 1.230 -1.031 1.209
F -0.278 -1.149 -0.720
F -1.118 1.095 -0.149
F 0.339 1.153 1.805
F 1.311 0.715 -0.470
F -1.180 -0.730 1.436
O 0.403 0.559 4.491
H -0.485 0.710 4.823
H 0.341 0.730 3.544
O -1.731 3.525 1.551
H -0.867 3.916 1.735
H -1.525 2.745 1.024
O 2.268 -1.341 -2.217
H 2.230 -0.397 -2.034
H 1.694 -1.713 -1.537
O -1.306 -2.317 3.904
H -1.829 -3.091 3.670
H -1.300 -1.818 3.078
O -2.332 -3.579 1.334
H -2.568 -2.879 0.704
H -3.033 -4.229 1.239
O 3.182 1.896 2.553
H 3.885 1.456 2.063
H 2.404 1.625 2.063
C 2.227 7.380 3.168
C 1.532 6.054 2.841
C 1.816 5.576 1.438
O 1.134 4.366 1.236
C 1.017 4.005 -0.135
N 2.041 5.051 3.780
H 3.303 7.226 3.118
H 1.887 7.667 4.162
H 1.940 8.180 2.479
H 0.445 6.176 2.958
H 2.901 5.510 1.267
H 1.460 6.332 0.720
H 0.258 3.238 -0.246
H 1.978 3.539 -0.390
H 0.807 4.868 -0.768
H 1.756 5.179 4.738
H 1.832 4.123 3.433
C -0.359 -4.718 -1.999
C 1.122 -4.962 -1.721
C 1.427 -6.441 -1.740
O 0.597 -7.153 -0.845
C 0.877 -8.516 -0.805
N 1.972 -4.320 -2.745
H -0.592 -3.667 -1.809
H -0.981 -5.316 -1.328
H -0.668 -4.962 -3.019
H 1.356 -4.524 -0.751
H 2.480 -6.594 -1.456
H 1.325 -6.844 -2.760
H 0.605 -9.019 -1.742
H 0.345 -8.927 0.053
H 1.939 -8.739 -0.610
H 1.446 -4.285 -3.613
H 2.069 -3.335 -2.513
C -1.282 4.174 -2.959
C -2.572 3.381 -3.140
C -2.399 2.416 -4.287
O -3.531 1.554 -4.364
C -3.241 0.273 -4.883
N -2.925 2.737 -1.883
H -0.998 4.638 -3.906
H -0.463 3.515 -2.655
H -1.405 4.921 -2.177
H -3.360 4.107 -3.370
H -1.501 1.793 -4.163
H -2.303 2.930 -5.255
H -4.149 -0.314 -4.762
H -2.381 -0.148 -4.355
H -3.029 0.299 -5.961
H -3.563 1.977 -2.095
H -2.127 2.350 -1.393
C 5.677 -0.965 2.591
C 4.336 -1.367 1.983
C 4.309 -0.963 0.519
O 4.179 0.423 0.397
C 4.409 0.903 -0.929
N 4.224 -2.830 2.125
H 5.720 -1.142 3.670
H 5.756 0.131 2.596
H 6.546 -1.385 2.087
H 3.550 -0.879 2.558
H 3.497 -1.497 0.007
H 5.246 -1.298 0.043
H 5.469 1.181 -1.005
H 3.860 1.839 -1.004
H 4.168 0.138 -1.663
H 3.727 -3.247 1.337
H 5.142 -3.250 1.986
C -6.233 -1.695 0.919
C -5.232 -0.603 1.205
C -4.284 -0.333 0.049
O -3.560 -1.518 -0.220
C -3.132 -1.567 -1.557
N -5.900 0.652 1.555
H -6.993 -1.383 0.194
H -6.785 -2.038 1.794
H -5.682 -2.526 0.471
H -4.591 -0.955 2.032
H -3.622 0.505 0.278
H -4.950 -0.107 -0.799
H -2.611 -0.657 -1.868
H -3.977 -1.657 -2.261
H -2.518 -2.454 -1.695
H -6.434 0.574 2.414
H -5.200 1.353 1.790

The LUMO energy comes out at 2.4 eV. Its energy above the lowest of the compared OMol25 structures with the same formula, charge and spin is 0.00 kcal/mol. The HOMO-LUMO gap is 9.1360 eV. Its net charge is -1.

***

C20H70AgF3O18 as an isolated structure. Source: OMol25; level of theory: ωB97M-V/def2-TZVPD.

CARTESIAN COORDINATES (ANGSTROEM)
Ag 3.620 2.719 -2.488
C 1.400 0.142 -1.029
O 0.273 0.526 -0.308
O 1.904 1.199 -1.588
C 2.457 -0.566 -0.166
F 2.923 0.260 0.790
F 1.917 -1.635 0.415
F 3.483 -0.961 -0.942
C -0.582 -0.475 0.311
C -1.984 0.006 0.227
H -2.630 -0.647 0.813
H -2.041 1.010 0.646
H -2.305 -0.029 -0.814
H -0.258 -0.621 1.352
H -0.463 -1.470 -0.139
H 1.055 -0.565 -1.829
C -1.327 -3.799 1.376
O -1.190 -4.207 0.006
H -0.338 -3.599 1.806
H -1.931 -2.899 1.396
H -1.766 -4.562 2.022
H -0.808 -5.092 -0.020
C 5.641 1.412 -0.310
O 5.279 1.337 -1.710
H 6.619 1.888 -0.180
H 4.893 1.989 0.219
H 5.715 0.413 0.136
H 5.732 0.577 -2.089
C 2.201 -5.207 2.883
O 1.327 -5.058 3.977
H 2.718 -6.177 2.885
H 1.645 -5.082 1.961
H 3.006 -4.446 2.874
H 1.867 -5.043 4.773
C -0.989 4.232 -1.281
O -0.526 3.185 -2.166
H -1.312 5.059 -1.901
H -1.804 3.888 -0.638
H -0.195 4.598 -0.610
H -0.185 2.443 -1.649
C 1.246 2.286 2.486
O 1.103 2.752 1.123
H 2.138 1.659 2.607
H 1.400 3.159 3.120
H 0.350 1.767 2.817
H 0.829 1.991 0.573
C 1.628 -3.896 -1.956
O 0.553 -3.441 -2.786
H 2.494 -3.273 -2.173
H 1.370 -3.840 -0.897
H 1.915 -4.930 -2.193
H -0.285 -3.769 -2.445
C 1.234 -1.742 4.404
O 0.546 -0.664 5.061
H 0.500 -2.322 3.848
H 2.047 -1.370 3.777
H 1.632 -2.461 5.131
H 1.151 -0.277 5.702
C 3.164 5.220 -0.194
O 3.147 3.805 -0.393
H 3.531 5.473 0.800
H 3.802 5.667 -0.954
H 2.162 5.646 -0.324
H 2.448 3.426 0.212
C -1.941 0.094 -3.801
O -3.129 -0.606 -3.414
H -2.234 1.016 -4.304
H -1.340 0.393 -2.928
H -1.322 -0.502 -4.478
H -2.854 -1.460 -3.026
C -5.004 1.327 1.172
O -4.435 2.436 1.824
H -5.959 1.037 1.627
H -5.155 1.617 0.140
H -4.346 0.450 1.224
H -4.188 2.186 2.718
C 1.745 5.307 -3.774
O 1.881 3.988 -3.230
H 1.332 5.268 -4.782
H 1.084 5.909 -3.142
H 2.717 5.790 -3.776
H 0.956 3.672 -3.062
C 3.769 -1.492 -4.417
O 4.120 -0.590 -5.440
H 2.752 -1.250 -4.103
H 3.759 -2.527 -4.771
H 4.434 -1.409 -3.549
H 4.827 -0.982 -5.964
C -3.616 -3.899 -2.226
O -2.483 -3.005 -2.128
H -4.515 -3.288 -2.286
H -3.577 -4.500 -3.142
H -3.613 -4.586 -1.383
H -1.949 -3.327 -1.382
C -1.999 4.322 2.047
O -0.707 4.901 1.861
H -1.967 3.563 2.840
H -2.685 5.119 2.298
H -2.352 3.814 1.144
H -0.133 4.167 1.613
C -2.476 -0.815 3.712
O -1.837 0.455 3.729
H -1.850 -1.576 3.232
H -2.752 -1.142 4.721
H -3.403 -0.765 3.141
H -0.912 0.306 3.978
C -5.242 -2.547 0.499
O -4.838 -2.520 1.858
H -4.398 -2.263 -0.120
H -5.624 -3.526 0.181
H -6.076 -1.857 0.322
H -5.605 -2.316 2.397

The LUMO energy (spin up / spin down) comes out at -2.3 / -6.2 eV. Its energy above the lowest of the compared OMol25 structures with the same formula, charge and spin is 0.00 kcal/mol. As for the spin multiplicity: 2. The HOMO-LUMO gap (spin up / spin down) is 9.3850 / 5.4778 eV. Its net charge is +1. Its expectation value of S² is 0.755.

***

A 13-piece molecular cluster, C20H70N12O13 overall. Source: OMol25; level of theory: ωB97M-V/def2-TZVPD.

CARTESIAN COORDINATES (ANGSTROEM)
C -5.122 -2.490 2.166
C -5.209 -0.984 2.377
C -4.141 -0.239 1.622
O -4.155 1.097 2.113
C -3.198 1.890 1.426
N -6.579 -0.636 1.861
H -5.473 -2.884 1.211
H -5.491 -3.183 2.926
H -4.062 -2.786 2.212
H -5.235 -0.699 3.429
H -4.400 -0.291 0.557
H -3.158 -0.704 1.756
H -3.072 2.798 2.018
H -3.452 2.197 0.409
H -2.232 1.379 1.472
H -6.531 -0.753 0.853
H -6.651 0.361 2.059
C 6.149 2.769 0.947
C 5.696 1.364 1.250
C 4.220 1.187 1.626
O 3.789 -0.128 1.532
C 2.375 -0.190 1.634
N 6.181 0.387 0.277
H 7.080 2.737 0.376
H 6.342 3.348 1.849
H 5.506 3.316 0.248
H 6.233 1.146 2.186
H 3.644 1.827 0.928
H 4.100 1.704 2.592
H 1.953 0.001 0.642
H 1.969 0.522 2.354
H 2.045 -1.187 1.904
H 5.570 -0.424 0.320
H 6.085 0.696 -0.686
C 3.242 1.678 -3.080
C 2.830 2.919 -2.307
C 2.544 4.116 -3.198
O 3.725 4.449 -3.918
C 3.423 5.299 -5.013
N 1.680 2.624 -1.469
H 3.913 1.791 -3.927
H 2.271 1.305 -3.434
H 3.591 0.829 -2.483
H 3.599 3.358 -1.653
H 2.328 4.981 -2.561
H 1.697 3.928 -3.868
H 2.726 4.756 -5.681
H 4.259 5.475 -5.680
H 2.744 6.068 -4.630
H 1.991 2.075 -0.670
H 1.321 3.464 -1.025
C -1.769 -2.557 3.908
C -1.713 -1.055 4.214
C -1.616 -0.688 5.678
O -1.327 0.707 5.756
C -1.218 1.142 7.068
N -0.529 -0.618 3.440
H -0.955 -3.099 4.386
H -1.755 -2.664 2.824
H -2.715 -2.987 4.252
H -2.625 -0.561 3.857
H -0.766 -1.225 6.118
H -2.543 -0.841 6.236
H -2.043 0.888 7.742
H -0.930 2.179 7.253
H -0.350 0.693 7.587
H -0.367 0.365 3.648
H -0.844 -0.647 2.471
O 0.113 -0.858 -4.579
H -0.070 -1.667 -4.054
H 0.703 -1.149 -5.282
O 0.109 2.730 1.040
H 0.019 2.428 1.951
H 0.759 3.440 1.086
O 0.055 -3.228 -3.083
H -0.022 -3.963 -3.703
H -0.386 -3.548 -2.268
O -5.688 -2.131 -2.000
H -5.365 -1.424 -2.567
H -4.999 -2.245 -1.332
O -3.289 -3.478 -0.643
H -2.431 -3.927 -0.749
H -3.811 -4.079 -0.100
C -1.216 -0.282 -0.862
O -0.649 -0.581 0.197
N -0.807 0.755 -1.625
N -2.149 -1.046 -1.481
H -0.089 1.404 -1.322
H -1.235 1.088 -2.473
H -2.524 -1.839 -0.976
H -2.592 -0.860 -2.357
C 0.023 -4.231 0.668
O -0.629 -4.476 -0.369
N 0.464 -2.996 1.024
N 0.394 -5.221 1.511
H 0.196 -2.222 0.428
H 0.825 -2.902 1.952
H -0.017 -6.121 1.344
H 1.012 -4.994 2.264
C 3.417 -2.056 -2.010
O 4.255 -1.448 -1.335
N 2.107 -1.827 -1.799
N 3.777 -2.946 -2.987
H 1.898 -1.058 -1.190
H 1.404 -2.284 -2.370
H 3.058 -3.536 -3.370
H 4.680 -3.354 -2.813
C -2.131 2.379 -4.548
O -2.412 3.568 -4.589
N -1.002 1.862 -5.105
N -2.868 1.386 -3.934
H -0.396 2.508 -5.576
H -0.744 0.956 -4.739
H -3.446 1.677 -3.165
H -2.897 0.498 -4.398

The LUMO energy comes out at -0.1 eV. The HOMO-LUMO gap is 8.2594 eV.